Record 1
This record from the Open Molecules 2025 dataset describes a 2-piece molecular cluster, C9H14 overall. The level of theory is ωB97M-V with the def2-TZVPD basis set.

As for the spin multiplicity: 1. As for the strongest force on any atom: 1.74 eV/Å. The charge is 0. As for the energy above the lowest of the compared OMol25 structures with the same formula, charge and spin: 77.12 kJ/mol.

Each line ends with the Löwdin charge.
Atoms and positions in Å:
C 0.48368 -2.15065 -2.41664  -0.058
C -0.12950 -1.71955 -1.11537  -0.283
C 0.61157 -1.16129 -0.07975  -0.052
C -0.06646 -0.70539 1.05738  -0.100
C -1.39560 -0.99634 1.26856  -0.101
C -2.16897 -1.36122 0.16427  -0.088
C -1.53887 -1.71707 -1.02063  -0.059
H 0.74525 -3.21013 -2.35982  0.084
H 1.37564 -1.56449 -2.63682  0.075
H -0.21287 -2.04297 -3.24554  0.072
H 1.60521 -0.79612 -0.31256  0.108
H 0.54431 -0.23803 1.82043  0.096
H -1.84610 -0.76494 2.22485  0.099
H -3.25068 -1.34295 0.19888  0.100
H -2.07030 -1.65540 -1.96300  0.106
C 1.07991 4.23888 0.48822  -0.153
C 2.01612 3.66228 1.59953  -0.168
H 0.16608 4.55783 0.98154  0.055
H 1.57477 5.11912 0.08644  0.057
H 0.87686 3.44387 -0.22228  0.054
H 1.76668 4.22859 2.49522  0.056
H 3.09126 3.73112 1.42310  0.054
H 1.92138 2.58025 1.72137  0.046

Cartesian forces, eV/Å:
0.195 -0.011 0.188
-0.805 0.328 -0.362
-0.984 0.846 -0.531
1.332 -1.005 0.311
-0.462 0.601 -0.276
0.220 -0.470 -0.074
0.718 0.974 0.183
0.160 0.061 -0.079
0.100 -0.142 -0.049
-0.077 0.057 -0.004
0.269 -0.491 0.360
-0.226 0.076 0.176
-0.122 0.081 -0.077
-0.002 -0.031 0.152
-0.310 -0.855 0.083
1.129 -0.631 1.168
-0.184 0.052 -0.344
-0.226 -0.064 -0.252
-0.237 -0.066 -0.523
-0.106 0.401 -0.469
0.341 -0.466 0.379
-0.067 0.606 -0.319
-0.657 0.151 0.358



Record 2
This record from the Open Molecules 2025 dataset describes a 2-piece molecular cluster, C9H14 overall. The level of theory is ωB97M-V with the def2-TZVPD basis set.

As for the spin multiplicity: 1. As for the strongest force on any atom: 1.20 eV/Å. The charge is 0. As for the energy above the lowest of the compared OMol25 structures with the same formula, charge and spin: 23.76 kJ/mol.

Each line ends with the Löwdin charge.
Atoms and positions in Å:
C 0.06483 0.63562 3.21391  -0.052
C 0.43933 -0.15272 1.98139  -0.282
C 1.71297 -0.02291 1.44106  -0.059
C 2.09807 -0.77622 0.34376  -0.085
C 1.18945 -1.66217 -0.22447  -0.117
C -0.09660 -1.77131 0.26510  -0.095
C -0.45408 -1.04237 1.38079  -0.052
H -0.83205 0.21915 3.67517  0.073
H -0.08719 1.68369 2.94959  0.082
H 0.85677 0.56483 3.95468  0.076
H 2.42645 0.67454 1.85433  0.109
H 3.05388 -0.67936 -0.13506  0.097
H 1.51693 -2.22824 -1.08452  0.100
H -0.70779 -2.46299 -0.27959  0.099
H -1.40014 -1.14072 1.87930  0.102
C -0.56501 1.08567 -2.26946  -0.169
C -1.90846 0.96696 -2.99250  -0.168
H 0.00607 0.15949 -2.31057  0.048
H 0.06074 1.74347 -2.88205  0.061
H -0.61224 1.47878 -1.26080  0.059
H -1.77194 0.40440 -3.90681  0.057
H -2.34464 1.94159 -3.16178  0.056
H -2.64536 0.38084 -2.43147  0.059

Cartesian forces, eV/Å:
-0.049 -0.352 -0.267
0.151 -0.217 0.022
0.312 0.029 -0.347
-0.726 -0.231 -0.133
0.595 0.442 -0.147
0.661 -0.248 -0.265
0.121 0.429 0.565
-0.077 0.218 -0.086
-0.097 -0.010 0.195
0.127 0.147 0.058
-0.003 0.126 0.232
0.431 0.152 0.174
-0.172 -0.145 -0.091
-0.767 -0.156 0.268
-0.515 -0.187 -0.195
0.369 0.140 -1.135
-0.029 -0.679 0.887
-0.275 -0.255 0.463
-0.018 0.304 0.284
-0.063 -0.070 0.149
-0.011 0.251 -0.482
-0.098 0.185 -0.310
0.134 0.128 0.160



Record 3
This record from the Open Molecules 2025 dataset describes a 2-piece molecular cluster, C9H14 overall. The level of theory is ωB97M-V with the def2-TZVPD basis set.

As for the spin multiplicity: 1. As for the strongest force on any atom: 4.90 eV/Å. The charge is 0. As for the energy above the lowest of the compared OMol25 structures with the same formula, charge and spin: 179.45 kJ/mol.

Each line ends with the Löwdin charge.
Atoms and positions in Å:
C -1.60484 2.99164 0.64919  -0.064
C -0.69300 1.98779 1.29709  -0.315
C -0.14831 1.98086 2.59285  -0.037
C 0.86778 1.09201 2.92604  -0.064
C 1.16937 -0.04888 2.09842  -0.074
C 0.58940 -0.03218 0.85846  -0.110
C -0.32970 0.94495 0.46941  -0.078
H -2.49415 2.30805 0.67143  0.100
H -1.27584 3.35346 -0.34319  0.082
H -1.71573 3.96515 1.26232  0.100
H -0.46216 2.88492 3.06370  0.096
H 1.35894 1.17471 3.77677  0.043
H 1.82616 -0.83156 2.59219  0.122
H 0.78915 -0.82416 0.14511  0.082
H -0.63803 0.90369 -0.57975  0.114
C 1.08401 -2.70632 -2.68085  -0.225
C -0.39544 -2.71472 -2.64275  -0.226
H 1.60856 -3.67453 -2.45149  0.066
H 1.40622 -2.39944 -3.74894  0.086
H 1.66351 -1.98396 -1.93976  0.083
H -0.93135 -2.24231 -3.52394  0.076
H -0.67739 -3.80862 -2.71579  0.074
H -0.99715 -2.32056 -1.77653  0.068

Cartesian forces, eV/Å:
-0.642 0.884 1.819
1.259 -0.881 -0.761
0.279 0.751 -1.924
-2.601 -1.690 -3.799
0.253 1.514 2.279
-0.414 -1.039 -0.576
0.982 -0.485 -0.590
-0.176 1.713 -0.728
-0.270 -0.792 0.389
-0.251 -1.745 -0.676
0.411 0.259 1.448
2.013 0.442 4.041
-0.727 0.977 -1.350
0.085 -0.055 0.030
-0.206 0.126 0.379
3.775 1.747 -0.108
-3.272 -1.308 -0.264
-0.943 0.665 -0.344
-0.176 -0.514 1.773
-1.496 -1.026 -1.540
1.052 -0.372 0.796
-0.159 1.135 0.095
1.224 -0.308 -0.389



Record 4
This record from the Open Molecules 2025 dataset describes a 2-piece molecular cluster, C9H14 overall. The level of theory is ωB97M-V with the def2-TZVPD basis set.

As for the spin multiplicity: 1. As for the strongest force on any atom: 1.15 eV/Å. The charge is 0. As for the energy above the lowest of the compared OMol25 structures with the same formula, charge and spin: 28.43 kJ/mol.

Each line ends with the Löwdin charge.
Atoms and positions in Å:
C 2.39029 -0.62451 1.12049  -0.059
C 1.17217 -1.11274 0.39510  -0.289
C 0.44451 -2.16251 0.95812  -0.055
C -0.70006 -2.62179 0.33819  -0.088
C -1.18916 -1.97057 -0.79121  -0.100
C -0.46428 -0.96615 -1.39627  -0.103
C 0.71711 -0.54364 -0.77262  -0.067
H 3.15977 -1.39578 1.16413  0.079
H 2.19185 -0.28727 2.13944  0.081
H 2.86538 0.23042 0.63049  0.074
H 0.79014 -2.63308 1.87159  0.113
H -1.17161 -3.56325 0.59730  0.102
H -2.11282 -2.27338 -1.27018  0.100
H -0.69613 -0.55781 -2.37236  0.105
H 1.29465 0.24463 -1.24445  0.113
C -1.31200 2.47504 -0.90511  -0.160
C -0.89883 2.54421 0.57328  -0.163
H -1.19421 1.46671 -1.28392  0.020
H -2.31238 2.88254 -1.06431  0.063
H -0.64454 3.10762 -1.49457  0.062
H -1.20671 1.65888 1.12022  0.058
H -1.30570 3.46096 1.01209  0.060
H 0.18255 2.64150 0.67457  0.055

Cartesian forces, eV/Å:
0.670 0.456 -0.207
-0.206 0.083 0.886
-0.071 -0.230 -0.152
-0.221 -0.147 -0.456
-0.249 -0.113 -0.711
1.004 0.046 0.553
-0.096 0.245 -0.750
-0.043 -0.125 0.118
-0.221 -0.222 0.010
-0.187 -0.071 -0.165
0.097 -0.047 -0.075
-0.134 0.276 0.563
0.041 -0.309 0.118
-0.396 0.051 0.184
0.050 0.007 0.076
0.530 0.488 0.222
0.064 0.518 -0.415
-0.347 -0.042 -0.119
-0.061 -0.427 0.003
-0.005 0.029 -0.048
-0.189 0.049 0.193
-0.095 -0.305 0.217
0.067 -0.209 -0.045



Record 5
This record from the Open Molecules 2025 dataset describes a 2-piece molecular cluster, C9H14 overall. The level of theory is ωB97M-V with the def2-TZVPD basis set.

As for the spin multiplicity: 1. As for the strongest force on any atom: 1.23 eV/Å. The charge is 0. As for the energy above the lowest of the compared OMol25 structures with the same formula, charge and spin: 22.49 kJ/mol.

Each line ends with the Löwdin charge.
Atoms and positions in Å:
C -2.45755 -2.53769 -0.06262  -0.055
C -1.09214 -1.92398 -0.20947  -0.283
C -0.82239 -1.01683 -1.23182  -0.054
C 0.41731 -0.40815 -1.33460  -0.101
C 1.44796 -0.77391 -0.48303  -0.110
C 1.20235 -1.72706 0.50469  -0.088
C -0.05556 -2.29273 0.63176  -0.060
H -2.37903 -3.46032 0.51912  0.073
H -2.86517 -2.85396 -1.02561  0.079
H -3.17786 -1.89464 0.43362  0.079
H -1.57068 -0.77551 -1.97332  0.109
H 0.63388 0.27269 -2.14775  0.101
H 2.36762 -0.21036 -0.40141  0.100
H 2.01843 -1.99702 1.16007  0.100
H -0.23110 -3.06945 1.37213  0.110
C 0.67235 2.70858 1.16306  -0.167
C 0.99151 3.51349 -0.10015  -0.163
H 0.76393 1.63649 0.96179  0.037
H 1.35909 2.87398 2.00226  0.064
H -0.36558 2.84150 1.46280  0.061
H 0.50246 4.48439 -0.03089  0.058
H 0.57411 2.99728 -0.96014  0.049
H 2.06605 3.61319 -0.25050  0.061

Cartesian forces, eV/Å:
0.176 -0.776 -0.079
-0.250 0.037 -0.416
0.093 0.177 0.029
0.459 -0.310 -0.416
-0.394 0.198 1.143
0.181 0.312 -0.336
0.166 -0.334 0.216
-0.058 0.133 0.116
-0.026 0.275 -0.031
-0.027 0.211 0.003
-0.238 0.019 0.080
-0.188 0.188 0.059
0.197 -0.155 -0.567
-0.090 -0.131 0.160
0.012 0.179 0.029
0.256 -0.816 -0.115
-0.265 -0.233 0.514
0.029 0.033 -0.085
-0.319 0.410 -0.131
0.050 0.206 0.225
0.321 0.181 -0.165
-0.027 0.025 -0.196
-0.059 0.172 -0.038



Record 6
This record from the Open Molecules 2025 dataset describes a 2-piece molecular cluster, C9H14 overall. The level of theory is ωB97M-V with the def2-TZVPD basis set.

As for the spin multiplicity: 1. As for the strongest force on any atom: 2.98 eV/Å. The charge is 0. As for the energy above the lowest of the compared OMol25 structures with the same formula, charge and spin: 124.36 kJ/mol.

Each line ends with the Löwdin charge.
Atoms and positions in Å:
C 0.03763 -1.28174 -0.95848  -0.043
C 0.76412 -1.14388 0.40712  -0.292
C 0.02391 -1.18929 1.58541  -0.057
C 0.74365 -1.09967 2.78364  -0.079
C 2.13086 -0.94067 2.66935  -0.121
C 2.83451 -0.80231 1.49366  -0.082
C 2.12858 -0.99836 0.28480  -0.051
H 0.62486 -1.56025 -1.83535  0.077
H -0.45765 -0.29867 -1.02523  0.062
H -0.72629 -2.03358 -0.76989  0.068
H -1.04935 -1.39184 1.39138  0.121
H 0.19854 -1.47985 3.64934  0.103
H 2.72779 -0.87019 3.58872  0.102
H 3.82202 -0.38231 1.52903  0.096
H 2.60606 -1.25014 -0.63570  0.099
C -1.54822 2.55948 -2.01522  -0.177
C -2.60696 1.60608 -1.43500  -0.160
H -1.89149 3.46470 -2.50694  0.054
H -0.83862 2.99843 -1.31558  0.056
H -0.90987 2.02570 -2.71179  0.053
H -2.37904 0.63114 -1.90151  0.054
H -3.55868 1.84786 -1.90999  0.058
H -2.67636 1.58937 -0.36177  0.057

Cartesian forces, eV/Å:
-0.781 0.381 2.043
-0.103 -0.536 -2.926
0.588 0.133 -0.670
-0.804 -1.566 -1.352
0.295 0.614 1.935
-1.147 0.386 -0.989
0.339 -0.225 2.506
0.120 0.294 0.344
0.032 -0.468 -0.806
-0.306 -0.041 -0.539
0.651 0.235 0.998
0.596 0.795 0.357
-0.385 0.011 -0.252
0.604 -0.606 -0.064
0.329 0.590 -0.585
0.854 0.463 0.284
0.241 0.049 -2.010
-0.638 -0.164 -0.290
-0.035 -0.381 0.600
-0.015 0.000 -0.312
-0.140 0.044 0.947
-0.252 0.139 0.506
-0.043 -0.148 0.276